45
Properties=species:S:1:pos:R:3:forces:R:3 method="wB97M-V/def2-TZVPD" fmax_ev_per_a=16.5 total_energy_ha=-1695.9693 spin_multiplicity=1 smiles=O[C@@H](CN1CCN(c2ncc(C(F)(F)F)cc2Cl)CC1)c1ccccc1 lumo_ev=-0.21 molar_mass_g_mol=385.817 orbital_gap_ev=7.823
O 4.21762 -0.56149 0.62418 -0.556 -0.645 -0.093
C 2.91790 -0.24894 0.02495 2.331 -8.972 1.214
C 1.83076 -0.13670 0.97401 5.831 -7.933 2.028
C 1.84893 -1.13410 2.09561 0.439 1.803 -0.083
C 1.02741 -0.91592 3.18972 5.096 -7.554 -1.984
C 0.07651 -0.05412 3.17029 1.387 1.599 -1.685
C 0.13043 0.80839 2.24869 0.214 10.789 -8.973
C 1.16734 0.90924 1.01964 -7.382 3.319 5.205
H 1.23622 1.62260 0.25058 -0.476 1.340 -0.407
H -0.53496 1.86054 2.13651 1.128 -3.329 0.871
H -0.70239 0.00685 3.66919 -6.756 0.055 5.652
H 0.97007 -1.84195 3.71360 0.130 -0.142 1.631
H 2.65714 -1.88846 2.21640 -0.840 0.550 -0.708
C 2.81351 -1.61302 -1.00230 7.021 0.447 6.830
N 1.71052 -1.72064 -1.61182 -9.525 -6.317 0.171
C 0.61022 -2.79472 -0.92519 2.198 9.342 3.585
H 0.25566 -3.35266 -1.58434 -2.357 -5.048 -6.027
C -0.60768 -2.01561 -0.32298 -1.368 -1.711 -5.907
N -1.10787 -0.78696 -1.39820 3.136 -10.449 3.615
C -1.72489 0.11793 -0.85154 5.930 5.210 -11.414
N -1.46520 1.35367 -1.64724 4.428 -10.008 -1.961
C -2.13073 2.25248 -1.33777 -3.992 15.070 0.425
C -2.87775 2.56970 -0.20912 -2.167 -1.976 2.741
C -3.08365 1.33971 0.69912 -1.163 11.153 -0.589
C -2.34204 0.45526 0.10527 -7.504 -4.192 14.054
Cl -2.90305 -0.98855 1.31873 0.503 -1.056 -0.243
H -3.57952 1.63748 1.76757 1.324 -1.781 -2.904
C -3.43528 3.97098 0.13116 0.881 -8.672 8.425
F -2.76069 4.34002 1.43862 -0.637 -0.324 -2.095
F -3.36410 4.86645 -0.60453 2.082 7.991 -7.156
F -4.69187 3.89902 0.51529 -1.970 -0.804 0.835
H -1.84503 3.35163 -2.00090 -1.051 -2.870 1.462
C -0.44806 -0.87122 -2.61154 2.199 -4.350 1.019
H -0.73369 0.00320 -3.03186 -0.733 2.059 -2.897
C 1.14335 -0.74161 -2.34638 -1.424 3.163 -5.574
H 1.49968 -0.79475 -3.57059 -0.332 0.396 2.896
H 1.38550 0.39101 -2.01135 -0.645 -2.401 -0.525
H -0.81593 -1.99818 -3.03750 1.388 3.400 0.259
H -0.34229 -1.54975 0.53501 0.171 1.257 2.753
H -1.39305 -2.85385 -0.35051 0.605 1.823 0.813
H 0.94858 -3.29952 -0.07298 1.472 -0.749 0.867
H 3.58900 -1.74907 -1.70140 2.061 1.287 -0.869
H 3.18910 -2.54363 -0.29839 -1.651 2.167 -1.268
H 3.08592 0.54470 -0.45323 0.708 6.439 -4.248
H 4.57835 0.15457 1.13754 -0.131 0.625 0.259

53
Properties=species:S:1:pos:R:3:forces:R:3 method="wB97M-V/def2-TZVPD" fmax_ev_per_a=4.8 total_energy_ha=-1490.3415 spin_multiplicity=1 smiles="O=S1(=O)CCCC1.CC(C)=O.CC(C)=O.CC#N.CC#N.CC#N" lumo_ev=0.02 molar_mass_g_mol=359.492 orbital_gap_ev=9.013
C -4.83958 -3.48711 -0.51367 -0.959 0.062 0.514
C -5.24882 -4.86762 -0.11346 0.385 -1.777 -2.034
O -5.90601 -5.53394 -0.91722 0.259 0.854 1.110
C -4.66557 -5.58496 1.06120 -0.585 -0.996 1.406
H -4.01808 -3.55585 -1.22676 0.152 0.100 0.311
H -4.62257 -2.88566 0.36910 0.332 0.185 -0.309
H -5.71954 -3.11981 -1.04174 0.173 0.407 -0.057
H -5.26700 -6.47825 1.22972 -0.273 -0.026 -0.199
H -4.65572 -5.09688 2.03577 0.149 0.585 -0.306
H -3.67677 -6.02140 0.92014 0.252 0.573 -0.500
C 2.97888 0.26679 0.28159 1.876 0.881 -0.794
C 4.27802 1.12853 0.65446 0.904 -1.036 -0.718
O 5.20215 1.40157 -0.13789 -2.848 -0.603 2.047
C 4.35587 1.50290 2.16358 0.360 0.428 -0.857
H 3.18322 -0.78792 0.46580 -0.046 0.041 1.033
H 2.85370 0.18030 -0.79773 -0.139 0.838 -0.168
H 2.09177 0.67302 0.76752 0.071 -0.345 0.085
H 3.62344 2.29054 2.34039 -0.030 0.206 -0.030
H 5.35335 1.88323 2.38374 -0.077 0.113 -0.106
H 4.12637 0.74208 2.90964 -0.134 -0.452 -0.531
C -0.62045 -0.45175 -0.72680 0.434 -0.275 0.853
C -1.16811 -1.78581 -0.49571 -1.903 -4.400 -0.021
N -1.55306 -2.89213 -0.27195 1.632 4.456 -0.820
H -0.81102 0.03439 0.22998 0.349 0.528 -0.051
H -0.92507 0.20011 -1.54557 -0.724 -0.757 0.026
H 0.44578 -0.59378 -0.90313 0.019 0.149 0.315
C -0.40612 4.76794 2.87583 -0.233 -0.948 0.929
C -0.69779 3.47001 2.19779 -1.277 -2.842 -1.417
N -0.99967 2.42344 1.71948 1.397 4.101 1.746
H -1.01056 4.84449 3.77965 -0.679 -0.195 -0.211
H -0.59297 5.68245 2.31294 0.376 -0.400 -0.308
H 0.55705 4.69990 3.38158 0.476 0.269 -0.788
C -0.70533 -5.66372 1.95941 -0.460 0.100 0.789
C -1.74626 -4.91216 2.70753 -1.128 1.692 1.554
N -2.47269 -4.29665 3.39721 1.899 -1.789 -1.992
H -0.72775 -5.48623 0.88419 -0.203 0.009 0.170
H -0.84185 -6.71250 2.22308 -0.037 -0.101 -0.381
H 0.26975 -5.39062 2.36283 -0.029 0.203 -0.104
C 1.84825 4.24256 -1.74880 -0.693 -1.207 0.699
C 2.91886 3.55213 -2.59018 1.367 0.596 0.218
C 2.18512 3.18617 -3.85366 -0.601 -1.388 0.025
S 0.72219 2.16381 -3.19068 1.132 0.938 3.207
O 1.00537 0.80977 -2.65487 0.057 1.879 -1.935
O -0.42685 2.46690 -3.99756 -0.117 -0.657 -0.491
C 0.63130 3.26073 -1.63547 -0.014 0.100 -1.258
H 1.62241 5.14924 -2.31008 -0.430 0.022 0.206
H 2.17670 4.53245 -0.75072 0.132 -0.032 -0.062
H 3.59106 2.79486 -2.18669 -1.165 -1.115 0.550
H 3.76238 4.24092 -2.63657 -0.297 0.849 -1.189
H 2.66930 2.62102 -4.65007 0.182 0.046 0.238
H 1.64545 4.03903 -4.26536 0.070 -0.038 -0.129
H 0.59148 2.65703 -0.72879 0.490 -0.200 -0.194
H -0.36399 3.69644 -1.72300 0.156 0.370 -0.074

58
Properties=species:S:1:pos:R:3:forces:R:3 method="wB97M-V/def2-TZVPD" fmax_ev_per_a=3.9 total_energy_ha=-1630.1142 total_charge=-1 spin_multiplicity=1 lumo_ev=2.30 molar_mass_g_mol=439.409 orbital_gap_ev=3.211
C -1.73887 -2.41594 0.73090 -0.060 0.115 0.163
C -1.98958 -2.69159 -0.73126 -0.522 0.032 0.449
O -1.16186 -3.71080 -1.30948 -0.384 0.397 -0.433
C 0.17523 -3.54401 -1.10592 -0.500 1.269 -2.084
O 0.68202 -4.07571 -0.19904 1.574 -1.897 3.051
C 1.01087 -2.75502 -2.07436 -1.216 0.289 -0.721
C 0.31161 -1.66923 -2.92557 1.249 0.276 -0.223
C 0.84221 -0.23962 -2.62403 -0.988 0.047 0.061
C -0.13689 0.69591 -1.87182 0.584 -0.534 0.328
C 0.24707 0.88399 -0.39794 -0.715 0.456 -0.307
C 1.69167 1.26454 -0.18506 -0.419 -1.269 -0.761
F 1.87628 2.31202 0.70806 0.124 0.422 0.418
H -1.93628 -3.26790 1.37139 0.073 -0.328 0.014
H -0.74787 -2.03806 0.93082 0.382 0.041 -0.009
H -2.41959 -1.62401 1.01940 -0.228 0.261 0.054
H -3.00191 -3.06154 -0.81658 -0.255 -0.292 -0.244
H -1.96134 -1.74929 -1.26774 0.407 0.082 -0.298
H 1.45058 -3.46629 -2.76463 0.068 -0.498 -0.023
H 1.83612 -2.37029 -1.50011 0.266 0.329 0.257
H -0.76256 -1.71887 -2.86850 -0.339 0.001 0.148
H 0.55686 -1.87152 -3.96724 -0.045 -0.254 -0.240
H 1.79701 -0.37783 -2.11172 0.178 0.188 0.068
H 1.08677 0.21890 -3.58162 0.197 -0.041 -0.309
H -1.10750 0.17795 -1.85760 -0.243 0.058 -0.117
H -0.00431 0.02429 0.24524 0.157 -0.198 0.378
H -0.35577 1.70209 0.00296 -0.102 0.168 0.192
H 2.12874 1.48561 -1.14857 0.230 0.744 -0.152
H 2.21089 0.38671 0.17121 0.482 -0.009 0.507
C 5.40882 -2.73036 1.76100 0.094 -0.084 0.126
C 3.90987 -2.91206 1.65130 -0.106 -0.225 0.075
O 3.51553 -1.75643 0.91741 0.254 0.027 -0.016
C 4.58494 -1.31666 0.20362 -0.269 -0.041 -0.037
O 4.53118 -0.48648 -0.63725 0.270 -0.041 -0.030
O 5.71831 -1.97723 0.58786 -0.164 0.032 0.039
H 5.95254 -3.67267 1.76574 0.070 0.056 -0.159
H 5.69621 -2.14780 2.63956 -0.034 0.021 -0.009
H 3.63289 -3.80183 1.08247 -0.008 0.024 -0.019
H 3.41198 -2.94096 2.61767 -0.095 0.153 -0.061
C -1.27013 1.90644 3.78187 0.171 0.085 0.116
C -2.63398 1.64660 4.38357 -0.032 0.016 0.201
O -3.47864 1.61490 3.23243 0.122 -0.009 -0.065
C -2.70143 1.29443 2.15431 0.241 -0.026 -0.104
O -3.11865 1.02646 1.07714 -0.225 0.017 0.109
O -1.39126 1.32565 2.48725 -0.260 -0.021 0.102
H -0.46150 1.43794 4.33760 0.038 -0.097 -0.166
H -1.05530 2.97136 3.67138 -0.029 -0.003 -0.012
H -2.69023 0.67964 4.88879 0.027 -0.012 -0.036
H -2.95223 2.42642 5.07222 -0.137 0.032 -0.124
C -2.35497 3.34633 -1.13360 -0.052 -0.385 0.133
C -3.48667 4.22114 -1.61933 -0.169 -0.033 0.091
O -2.79794 5.28516 -2.27850 0.039 0.015 -0.053
C -1.56579 4.80785 -2.64469 0.160 -0.321 0.127
O -0.81857 5.39688 -3.36134 -0.115 0.110 0.010
O -1.33355 3.60401 -2.09173 -0.136 0.747 -0.204
H -2.60857 2.29016 -1.11719 0.286 -0.062 -0.115
H -1.99146 3.63966 -0.14513 0.002 0.028 -0.019
H -4.12495 3.71072 -2.34468 0.046 -0.022 -0.015
H -4.10606 4.60627 -0.81094 0.055 0.160 -0.054

21
Properties=species:S:1:pos:R:3:forces:R:3 method="wB97M-V/def2-TZVPD" fmax_ev_per_a=3.9 total_energy_ha=-914.2492 total_charge=-2 spin_multiplicity=1 lumo_ev="5.83 / 5.81" molar_mass_g_mol=188.119 orbital_gap_ev="5.315 / 5.282"
C 0.52793 -2.26066 -0.05716 -1.510 -2.124 1.451
C -0.85515 -2.68184 0.26756 3.002 0.733 -1.634
C 0.84701 -1.03108 -0.30595 -3.688 1.213 0.422
C -1.63096 -0.57813 -0.19110 2.273 0.794 -0.426
C 1.02774 1.90841 0.74455 -2.450 0.229 -0.408
C 2.05908 -0.29399 -0.55559 -0.613 1.486 -0.668
C 1.60110 1.20266 -0.51856 1.529 2.710 -1.660
O -2.67652 1.83980 -0.94142 -0.520 -0.947 -0.565
O -4.28541 -0.17635 -0.28899 0.831 0.351 -0.170
O -2.79056 1.09739 1.40397 -0.072 -0.561 1.075
O -1.81115 -1.73623 0.14612 0.210 -0.146 0.042
P -3.07138 0.69803 -0.01671 -0.181 2.022 -0.365
H 1.40062 -2.94770 0.00295 -0.858 -0.335 0.183
H -1.26297 -3.48786 0.72601 -0.455 -2.568 1.139
H 1.09474 3.08534 0.69662 0.152 -2.356 -0.066
H -0.12911 1.67704 0.85436 2.334 0.339 -0.033
H 1.55844 1.52369 1.60655 0.033 0.190 0.543
H 2.82927 -0.43969 0.22120 0.155 -0.378 -0.463
H 2.28907 -0.63168 -1.62319 0.871 0.993 1.220
H 2.42399 1.99540 -0.85779 -0.917 -1.942 0.269
H 0.85420 1.23743 -1.31343 -0.126 0.298 0.116

17
Properties=species:S:1:pos:R:3:forces:R:3 method="wB97M-V/def2-TZVPD" fmax_ev_per_a=5.1 total_energy_ha=-2841.5484 total_charge=+1 spin_multiplicity=1 lumo_ev="-4.16 / -4.16" molar_mass_g_mol=166.042 orbital_gap_ev="8.019 / 8.021"
C -0.29211 0.36312 -1.34494 1.565 -1.790 -1.669
C -1.24090 -0.51063 0.56593 -2.184 0.050 4.156
C 1.58042 -0.99429 -0.45686 0.126 1.162 -0.388
C -0.61312 1.75519 0.58467 1.153 1.858 -0.842
N -0.72522 0.42009 -0.14419 -0.842 3.950 3.103
N 0.90216 -1.66100 0.45175 0.279 -0.940 -1.408
Br 2.99456 0.14764 0.11796 -0.883 -0.423 -0.203
H 0.03602 1.17081 -1.91996 0.423 1.283 -0.265
H -0.46570 -0.55703 -1.83152 -0.615 -0.613 -0.783
H -1.81883 -0.23361 1.53856 1.625 -0.387 -1.795
H -1.51403 -1.42050 0.17690 -0.634 -1.715 -1.281
H 1.38283 -0.97401 -1.52890 0.719 -1.112 0.463
H -0.29746 1.72194 1.69778 -0.712 -0.421 -2.101
H 0.12572 2.41516 -0.00858 -0.761 -1.332 1.137
H -1.55213 2.31053 0.40012 0.205 -0.617 0.623
H 0.99048 -1.34573 1.38136 0.327 -0.009 1.404
H 0.50730 -2.60769 0.31992 0.210 1.056 -0.153

65
Properties=species:S:1:pos:R:3:forces:R:3 method="wB97M-V/def2-TZVPD" fmax_ev_per_a=14.4 total_energy_ha=-1946.3017 spin_multiplicity=1 lumo_ev=-0.95 molar_mass_g_mol=489.594 orbital_gap_ev=7.280
C 0.99738 -5.32430 -4.61929 -0.673 1.674 0.443
C 1.42659 -3.86755 -4.91627 -0.811 2.145 2.299
H 1.93537 -3.51074 -3.96656 -0.872 0.207 -1.006
H 2.14246 -3.65264 -5.67421 0.349 -0.563 -0.920
O 0.30582 -2.80747 -5.31145 0.300 -3.450 4.961
C -0.61994 -2.56892 -4.15601 3.106 -2.167 1.265
O -0.68439 -3.00705 -2.96768 1.639 0.511 -5.546
C -1.40488 -1.53135 -4.73378 -9.058 -4.621 -0.314
C -2.73758 -1.48246 -3.91201 -4.460 -2.990 -3.118
C -2.65116 -1.02461 -2.55362 5.028 -0.237 4.844
H -1.94614 -1.87500 -1.79011 -2.298 2.433 -2.410
C -1.69819 0.33538 -2.42235 -6.868 0.154 -4.547
N -0.63945 0.25860 -3.36380 4.011 -2.347 5.346
C 0.57856 -0.41727 -2.62077 0.408 3.456 -5.432
O 1.56378 -0.68472 -3.36592 -3.009 -0.054 3.571
C 0.54197 -0.27295 -1.06967 1.369 5.093 -7.113
C 0.79865 -1.37921 -0.61040 3.301 -10.519 4.899
N 1.05584 -1.54343 0.83839 -0.444 -5.933 -7.890
C 1.29260 -0.52284 1.51939 -1.457 3.815 9.643
C 1.40961 -0.55855 3.05224 0.560 4.792 -4.407
C 1.54429 0.73836 3.71878 1.350 -13.184 4.058
C 1.17533 1.82163 3.33370 -1.628 9.517 -10.667
C 0.97682 1.88086 1.87067 -2.384 4.452 0.432
C 0.81313 0.74215 1.14683 3.465 2.475 -4.422
C 0.86869 1.00354 -0.45424 -7.610 1.670 1.717
O 0.27545 1.99823 -0.97420 3.485 -1.434 1.409
H 0.63303 3.03785 1.23647 1.402 -3.936 2.113
S 1.33173 3.24960 4.18789 -8.675 5.617 -6.921
O 1.62789 4.47136 3.51332 2.088 -0.805 -1.220
O 1.72091 2.99657 5.41225 5.588 -2.811 11.157
N -0.34760 3.45093 4.40302 -3.937 2.037 -0.609
C -1.05360 4.47175 3.39081 -6.350 -5.451 4.157
H -0.36076 4.84486 2.84850 4.385 3.170 -3.467
H -1.80696 3.86893 2.70495 1.780 0.882 1.105
C -2.02785 5.40689 4.25440 3.753 -0.573 0.409
H -2.90355 4.82057 4.38738 -1.794 0.614 -1.278
H -1.85672 6.41610 3.72903 -1.469 -1.249 1.439
C -1.51023 5.15489 5.75316 8.042 3.046 -7.004
H -1.98056 5.57900 6.47459 -3.891 1.783 4.687
H -0.42081 5.88103 5.83716 -2.773 -1.984 -0.315
C -1.07953 3.75688 5.69621 9.981 2.204 1.624
H -0.22012 3.56437 6.66995 -2.361 0.522 -2.829
H -1.80963 3.27358 6.05363 -5.654 -5.286 1.268
H 1.58955 0.73399 4.76650 1.095 -0.905 1.707
H 1.78298 -1.36276 3.51968 1.041 -2.868 1.682
C 1.40659 -2.92228 1.16320 1.509 5.785 9.395
C 2.84317 -3.12322 1.31328 5.619 -0.494 1.879
H 3.26803 -3.03838 0.26934 0.331 -0.606 1.240
H 3.56227 -2.41265 2.03876 -2.561 -0.968 -2.083
H 3.15569 -4.10748 1.94437 -1.081 1.661 -2.289
H 1.04238 -3.01301 2.27903 -0.177 -0.329 -2.092
H 1.06235 -3.62240 0.62419 -3.319 -4.495 -4.343
H 1.09964 -2.44027 -1.27909 -1.647 3.335 2.082
C -0.94001 -0.26340 -4.66179 5.014 4.743 -0.380
H -1.57101 0.45881 -5.14471 0.052 0.337 -0.734
H 0.06793 -0.44921 -5.02077 0.512 1.701 -1.223
H -2.40093 1.14774 -3.05416 1.220 -1.427 2.165
H -1.67693 0.63340 -1.40064 1.092 0.380 0.360
H -3.54669 -0.97249 -1.99407 -1.121 0.496 0.210
H -3.74482 -1.11715 -4.46023 2.654 0.947 0.576
H -3.25846 -2.49185 -4.01438 1.301 0.219 0.969
H -1.77220 -1.89599 -5.76722 1.139 0.921 1.322
H 2.00579 -5.82662 -4.45603 -1.612 0.123 -0.085
H 0.26258 -5.31015 -3.64180 1.989 -0.360 -2.684
H 0.50582 -5.59746 -5.57381 0.034 -0.873 0.916

24
Properties=species:S:1:pos:R:3:forces:R:3 method="wB97M-V/def2-TZVPD" fmax_ev_per_a=2.2 total_energy_ha=-819.6016 total_charge=-1 spin_multiplicity=1 lumo_ev=3.56 molar_mass_g_mol=155.243 orbital_gap_ev=6.785
C -0.04526 0.85496 0.59895 -1.301 -1.642 -0.704
C -0.24996 -0.67902 0.95388 0.894 0.669 -0.220
C -0.71996 -1.53322 -0.23536 -1.075 1.158 0.414
S -2.44050 -1.04700 -0.79508 0.497 -0.422 0.208
N 1.06123 -1.10967 1.51278 -1.914 0.539 -0.389
C 2.14725 -1.24401 0.62488 2.038 -0.715 0.329
N 3.40140 -0.62325 1.18653 -0.441 -1.051 -1.506
H -0.82898 1.36889 1.13275 0.399 0.755 0.736
H -0.32392 1.08009 -0.42953 0.279 -0.247 -0.327
H 0.99438 1.09342 0.78255 -0.180 0.601 0.353
H -0.99651 -0.76890 1.75344 0.210 0.009 -0.144
H -0.02864 -1.34767 -1.04989 0.160 -0.384 -0.272
H -0.76181 -2.57627 0.07347 0.264 -0.106 -0.168
H 0.99275 -1.57901 2.39442 0.482 -0.575 -0.198
H 2.41085 -2.29290 0.35582 -0.092 0.283 0.426
H 1.99033 -0.80950 -0.36974 -0.454 0.329 0.525
H 3.48298 -0.92658 2.14375 0.032 0.552 0.215
H 3.32639 0.37347 1.05913 0.030 0.158 0.691
H -2.56979 2.19900 -0.34217 0.365 0.158 0.360
H -3.14954 1.06709 -1.13746 0.513 0.325 -0.065
O -3.00802 2.05144 -1.17475 -1.144 -0.432 -0.055
H -1.13514 1.52576 -3.18377 0.027 0.365 -0.003
H -2.19171 2.45163 -2.66433 0.688 0.119 0.051
O -1.35781 2.47125 -3.19026 -0.278 -0.446 -0.259